Computed, not measured: C10H10ClN3S2 as an isolated structure, with the ωB97M-V functional and the def2-TZVPD basis.

The geometry in ORCA input format:
```
! wB97M-V def2-TZVPD RIJCOSX def2/J DEFGRID3
* xyz 0 1
Cl -0.53204 1.53610 -0.63046
S 0.13192 -1.54779 0.71021
S 2.63347 0.18282 1.36835
N 1.94292 -0.82362 -0.99001
N 3.01197 -0.06261 -1.14490
N 4.68394 1.21883 0.03184
C -2.04960 0.85182 -0.28794
C -2.08007 -0.45574 -0.17407
C -4.51965 -0.29308 0.31990
C -1.03521 -1.58306 -0.46635
C -3.14282 1.59190 0.29228
C 1.44951 -0.75439 0.30151
C -0.63936 -1.52461 -1.80982
C 3.68604 0.54267 -0.20380
C -4.36807 1.16106 0.49356
C -3.46152 -1.02485 0.15793
H 5.15907 1.26255 -0.76441
H -0.30635 -0.51631 -1.95982
H -5.16503 2.14400 0.68556
H -1.53916 -1.52515 -2.80053
H -1.59644 -2.47437 -0.23313
H -2.81433 2.73295 0.09362
H -3.68092 -2.23836 0.10003
H 0.13860 -2.27432 -2.07184
H 5.15171 1.22248 0.70262
H -5.62759 -0.40129 0.62022
*
```

Its highest occupied orbital energy is -7.65 eV. The calculation puts the HOMO-LUMO gap at 0.299 Ha.



Computed, not measured: one molecule with the formula C10H13N3OS, with the ωB97M-V functional and the def2-TZVPD basis.

The geometry in ORCA input format:
```
! wB97M-V def2-TZVPD RIJCOSX def2/J DEFGRID3
* xyz 0 1
S -1.84732 -0.93177 -1.61929
O -2.57767 -1.26378 -0.40570
N -0.27338 -0.90190 -1.70944
N 0.32419 -0.19723 -0.48921
N -0.12476 0.98075 -0.18934
C -2.49850 0.70067 -1.97665
C 1.41024 0.28155 1.36920
C 0.60043 1.34716 0.84614
C -2.17446 -2.05652 -3.19054
C 0.60670 2.58627 1.55859
C 2.11591 0.45172 2.54432
C 1.19637 -0.71371 0.43672
C 1.52624 2.75704 2.61589
C 2.28752 1.66611 3.11695
C 1.59020 -2.17476 0.41334
H -3.08518 -1.59489 -3.55851
H -2.27818 0.96308 -2.94576
H 1.69111 3.60468 3.23991
H -3.54343 0.75741 -1.88260
H 0.87596 -2.85040 0.09306
H 0.05131 3.51691 1.33638
H 2.84046 1.85708 3.96380
H -1.29885 -1.82674 -3.68001
H -2.27779 1.30300 -1.16767
H 2.52470 -2.45333 -0.30125
H 1.80743 -2.40337 1.37501
H 2.71889 -0.41846 3.00534
H -2.18812 -2.98656 -2.79869
*
```

Its highest occupied orbital energy is -7.62 eV. The calculation puts the HOMO-LUMO gap at 0.297 Ha. The structure (SMILES) is Cc1c2ccccc2nn1N=S(C)(C)=O. Its energy above the lowest of the compared OMol25 structures with the same formula, charge and spin is 503.2 kJ/mol.



Computed, not measured: C35H33AuCl2N3O3 as an isolated structure, with the ωB97M-V functional and the def2-TZVPD basis.

The geometry in ORCA input format:
```
! wB97M-V def2-TZVPD RIJCOSX def2/J DEFGRID3
* xyz 1 3
Au 0.11729 0.36902 0.11474
Cl 1.78948 4.04063 -1.33469
Cl 0.52027 2.92739 1.08717
O 0.50200 0.58717 -2.02791
O -2.07083 1.00579 -0.22352
O 0.32426 0.08825 2.11280
N 0.36581 1.15582 -4.18468
N -1.02994 2.14857 -2.61358
N -0.49690 -1.73989 0.20014
C 2.61385 1.26262 3.32712
C 0.24941 -2.47062 1.04292
C 4.91800 1.75377 2.83142
C -0.61400 -2.23624 5.34721
C -0.27978 -1.59334 4.16089
C 5.00028 0.58570 2.09624
C -4.86228 1.77941 -0.66785
C -3.70110 -0.36118 0.95835
C -5.73300 2.53965 -1.43360
C 1.40750 -0.75062 2.47491
C -1.72152 -2.12273 -0.18469
C -3.07636 -0.06005 2.15958
C -5.80874 2.33892 -2.80453
C -4.06391 0.80470 -1.26482
C -3.07460 0.03692 -0.37280
C -0.23464 -3.66773 1.53527
C 3.88641 -0.24432 1.97091
C -1.49658 -4.09042 1.15260
C 1.57349 4.19147 0.40029
C -3.63529 -0.48804 3.36107
C 1.71307 -2.48702 5.86644
C 3.71702 2.08920 3.45302
C -2.49562 -1.20896 -1.09933
C -4.12523 0.62510 -2.64567
C 1.05268 -1.39199 3.81838
C 2.68243 0.08708 2.57785
C -4.88715 -1.09103 0.96569
C 2.04714 -1.84167 4.68342
C 1.57476 -1.88572 1.42147
C -2.24515 -3.31579 0.28112
C -0.04768 1.27829 -2.90531
C -5.43963 -1.52229 2.16126
C -4.81172 -1.22170 3.36451
C 0.38091 -2.68560 6.20325
C -5.00551 1.37980 -3.40893
H 1.68060 1.51880 3.81503
H 2.23410 -2.65409 1.82155
H 0.12209 -3.17852 7.13188
H -5.24692 -1.54955 4.29976
H -4.80766 1.93044 0.40274
H 2.03301 -1.47168 0.51935
H -3.31749 -1.76264 -1.55027
H -2.15366 0.50807 2.16419
H -1.55173 2.58959 -3.35095
H -1.82707 -0.86197 -1.89031
H 1.19623 0.61457 -4.34923
H -3.23481 -3.62099 -0.03125
H 3.98762 -1.15687 1.39861
H 1.10331 5.13939 0.62431
H -6.35718 3.28459 -0.95763
H 5.93219 0.30837 1.62027
H -5.39244 -1.31227 0.03021
H 2.53520 4.08395 0.88502
H 5.78492 2.39466 2.93355
H -1.05451 -1.23699 3.49667
H 0.05585 1.78340 -4.90505
H -1.65613 -2.38418 5.60309
H -6.49857 2.92180 -3.40077
H -1.90092 -5.01744 1.53909
H -3.14732 -0.24075 4.29599
H -6.36672 -2.08216 2.15718
H -1.49647 2.03715 -1.72051
H 2.49644 -2.82664 6.53201
H 3.64798 2.99296 4.04626
H -5.07089 1.21166 -4.47674
H -3.51080 -0.11837 -3.13721
H 3.09119 -1.68088 4.43827
H 0.37035 -4.24157 2.22369
*
```

Its highest occupied orbital energy (alpha / beta) is -11.02 / -11.05 eV. The calculation puts the HOMO-LUMO gap (alpha / beta) at 0.323 / 0.213 Ha. Its energy above the lowest of the compared OMol25 structures with the same formula, charge and spin is 0.0 kJ/mol.



Computed, not measured: a 9-piece molecular cluster, H17O9 overall, with the ωB97M-V functional and the def2-TZVPD basis.

The geometry in ORCA input format:
```
! wB97M-V def2-TZVPD RIJCOSX def2/J DEFGRID3
* xyz -1 1
O 2.42570 1.39065 1.48262
O 1.68708 -0.26502 3.86688
O -2.59489 -2.89425 0.57007
O -0.86627 0.72114 2.74166
O 1.31484 -2.01043 -2.07043
O 0.94991 0.28587 -0.81655
O 0.44942 0.94574 -3.40986
O -0.90590 1.94598 0.24341
O -2.41794 -0.38282 -2.40995
H 1.67730 -0.36865 2.90603
H -1.37343 0.09076 2.24476
H 1.79207 0.72598 -0.94157
H 2.34549 0.75180 0.75786
H -2.76771 -0.68426 -1.58514
H 0.68189 1.84661 -3.49376
H -0.78857 1.50129 2.18052
H 0.66809 0.57235 -2.50841
H -0.33501 1.17877 -0.00006
H -0.52959 2.76474 -0.07011
H -2.77883 -1.97806 0.79206
H 0.75080 -0.04104 3.96915
H -2.65589 0.51184 -2.61732
H 1.46467 -1.76120 -2.98873
H 1.52620 1.41815 1.81110
H 1.21437 -1.09530 -1.62694
H -1.64346 -2.95933 0.63798
*
```

Its highest occupied orbital energy is -5.83 eV. The calculation puts the HOMO-LUMO gap at 0.321 Ha. Its energy above the lowest of the compared OMol25 structures with the same formula, charge and spin is 121.5 kJ/mol.



Computed, not measured: a 2-piece molecular cluster, O5S3 overall, with the ωB97M-V functional and the def2-TZVPD basis.

The geometry in ORCA input format:
```
! wB97M-V def2-TZVPD RIJCOSX def2/J DEFGRID3
* xyz -2 1
S -0.99315 -0.24275 -0.76308
S 1.63068 1.03732 3.15164
S 0.72180 0.17366 0.52048
O -1.40104 -1.61485 -0.54351
O 1.24599 1.07008 -0.50560
O 1.32161 -1.16172 0.57193
O -0.62318 -0.05254 -2.18013
O -1.90272 0.79080 -0.25173
*
```

Its highest occupied orbital energy (alpha / beta) is -0.58 / -0.50 eV. The calculation puts the HOMO-LUMO gap (alpha / beta) at 0.202 / 0.197 Ha. Its energy above the lowest of the compared OMol25 structures with the same formula, charge and spin is 247.6 kJ/mol.



Computed, not measured: one molecule with the formula CH5O3P, with the ωB97M-V functional and the def2-TZVPD basis.

The geometry in ORCA input format:
```
! wB97M-V def2-TZVPD RIJCOSX def2/J DEFGRID3
* xyz 0 1
P -2.61111 0.02127 -0.13622
O -0.96104 0.39777 -0.28469
O 0.84126 -1.11445 -0.39213
O -0.18015 -0.81874 0.40840
C 1.94671 -0.19317 -0.15280
H 2.50323 -0.48781 0.91017
H -2.79482 1.33584 -0.60460
H 2.56546 -0.31049 -0.98726
H -2.79038 0.31968 1.39144
H 1.48083 0.85010 -0.15233
*
```

Its highest occupied orbital energy is -9.42 eV. The calculation puts the HOMO-LUMO gap at 0.364 Ha. The structure (SMILES) is COOOP. Its energy above the lowest of the compared OMol25 structures with the same formula, charge and spin is 738.8 kJ/mol.